a.
Formula: C10H13O2
Source: the OMol25 dataset
Level of theory: ωB97M-V/def2-TZVPD

Properties
- lowest unoccupied orbital energy (eV) = 3.259
- HOMO (eV) = -3.691
- frontier orbital gap (eV) = 6.950

The geometry in ORCA input format:
```
! RIJCOSX wB97M-V def2-TZVPD def2/J DEFGRID3
* xyz -1 1
C -0.980 -2.991 0.316
C -1.783 -1.743 0.737
C -0.345 -3.033 -1.084
O -1.165 -3.497 -1.946
O 0.813 -2.660 -1.388
H -0.261 -3.442 1.008
H -1.830 -3.674 0.224
H -2.398 -1.359 -0.054
H -1.090 -0.959 1.095
H -2.344 -1.960 1.655
C -0.934 1.072 -1.355
C 1.238 0.709 -0.293
C 0.172 1.585 -0.458
C 2.308 1.040 0.561
C 2.357 2.259 1.230
C 0.167 2.755 0.259
C 1.237 3.070 1.103
H 1.394 -0.161 -0.909
H 2.990 0.203 0.756
H -0.398 0.821 -2.295
H -1.815 1.631 -1.669
H 3.223 2.575 1.790
H -0.452 3.643 0.121
H 1.232 4.023 1.620
H -1.334 0.094 -1.025
*
```

b.
Formula: C10H13O2
Source: the OMol25 dataset
Level of theory: ωB97M-V/def2-TZVPD

Properties
- lowest unoccupied orbital energy (eV) = 3.081
- HOMO (eV) = -3.724
- frontier orbital gap (eV) = 6.805

The geometry in ORCA input format:
```
! RIJCOSX wB97M-V def2-TZVPD def2/J DEFGRID3
* xyz -1 1
C 1.688 1.129 -0.534
C 1.492 2.658 -0.543
C 3.161 0.776 -0.210
O 3.765 0.090 -1.064
O 3.595 1.179 0.893
H 1.083 0.710 0.266
H 1.461 0.697 -1.504
H 2.168 3.098 0.193
H 0.480 2.941 -0.269
H 1.822 3.026 -1.515
C -2.988 -0.906 -1.236
C 0.059 -1.352 1.752
C 0.181 -2.019 0.535
C -1.008 -0.481 1.942
C -0.789 -1.876 -0.444
C -1.938 -0.272 0.934
C -1.859 -1.017 -0.243
H 0.825 -1.427 2.511
H 1.007 -2.720 0.551
H -1.020 0.142 2.830
H -0.657 -2.364 -1.401
H -2.698 0.454 1.084
H -2.685 -1.039 -2.277
H -3.343 0.131 -1.281
H -3.802 -1.558 -0.973
*
```

c.
Formula: C10H13O2
Source: the OMol25 dataset
Level of theory: ωB97M-V/def2-TZVPD

Properties
- lowest unoccupied orbital energy (eV) = 3.297
- HOMO (eV) = -4.208
- frontier orbital gap (eV) = 7.505

The geometry in ORCA input format:
```
! RIJCOSX wB97M-V def2-TZVPD def2/J DEFGRID3
* xyz -1 1
C -0.195 -1.794 2.394
C 0.992 -1.011 2.870
O 1.366 -0.169 2.075
O 1.421 -1.336 3.978
H -1.137 -1.701 3.017
H 0.112 -2.863 2.302
H -0.338 -1.495 1.396
C 1.506 0.887 -0.865
C 2.026 -0.609 -1.219
C 0.091 0.941 -1.300
C -0.826 0.097 -0.602
C -0.561 1.767 -2.284
C -2.176 0.003 -0.970
C -1.858 1.543 -2.751
C -2.626 0.574 -2.148
H 1.354 0.786 0.297
H 2.147 1.834 -1.036
H 2.980 -0.399 -1.971
H -0.463 -0.536 0.247
H 0.066 2.550 -2.856
H -2.775 -0.595 -0.453
H -2.340 2.056 -3.586
H -3.669 0.387 -2.509
H 1.281 -1.265 -1.669
H 2.262 -1.110 -0.355
*
```

Which structure is most stable, and how do the rest compare? From most to least stable: b, a, c.

a.
Formula: C5H15N2
Source: the OMol25 dataset
Level of theory: ωB97M-V/def2-TZVPD

Properties
- lowest unoccupied orbital energy (alpha / beta) (eV) = 0.174 / 0.093
- HOMO (alpha / beta) (eV) = -2.554 / -8.095
- frontier orbital gap (alpha / beta) (eV) = 2.728 / 8.188

The geometry in ORCA input format:
```
! RIJCOSX wB97M-V def2-TZVPD def2/J DEFGRID3
* xyz 0 2
N -1.921 -1.206 -2.959
C -0.747 -0.562 -2.371
C 0.388 -1.591 -0.367
C -0.644 -0.963 -0.921
H -1.993 -0.982 -3.943
H -2.766 -0.828 -2.547
H -0.831 0.538 -2.383
H 0.132 -0.861 -2.936
H 0.304 -2.091 0.589
H 1.290 -1.873 -0.900
H -1.541 -0.788 -0.332
C 0.469 0.339 2.774
C 1.308 1.229 1.890
N 0.599 1.513 0.578
H 1.094 0.014 3.607
H -0.362 0.928 3.173
H 0.074 -0.525 2.263
H 1.562 2.187 2.344
H 2.252 0.772 1.586
H 0.559 0.617 0.023
H 1.118 2.229 0.021
H -0.344 1.905 0.811
*
```

b.
Formula: C5H15N2
Source: the OMol25 dataset
Level of theory: ωB97M-V/def2-TZVPD

Properties
- lowest unoccupied orbital energy (alpha / beta) (eV) = 1.018 / -0.843
- HOMO (alpha / beta) (eV) = -8.177 / -8.146
- frontier orbital gap (alpha / beta) (eV) = 9.196 / 7.303

The geometry in ORCA input format:
```
! RIJCOSX wB97M-V def2-TZVPD def2/J DEFGRID3
* xyz 0 2
N 1.259 -1.059 0.325
C 2.456 -0.530 -0.355
C 2.619 0.990 -0.129
N -0.919 0.775 0.339
C -1.763 0.401 -0.825
C -1.840 -1.110 -1.114
C -1.633 0.561 1.599
H 3.589 1.331 -0.481
H -0.061 0.173 0.362
H 1.548 -1.346 1.265
H 3.367 -1.009 0.017
H 2.306 -0.729 -1.414
H 2.621 1.160 0.949
H 1.851 1.590 -0.611
H -1.433 0.981 -1.683
H -2.793 0.705 -0.572
H -2.619 -1.536 -0.488
H -2.138 -1.308 -2.150
H -0.924 -1.635 -0.839
H -2.428 -0.198 1.546
H -2.129 1.508 1.870
H -0.936 0.286 2.385
*
```

Which structure is most stable, and how do the rest compare? From most to least stable: b, a.

a.
Formula: H16O8
Source: the OMol25 dataset
Level of theory: ωB97M-V/def2-TZVPD

Properties
- lowest unoccupied orbital energy (alpha / beta) (eV) = 2.965 / 2.940
- HOMO (alpha / beta) (eV) = -0.172 / -7.311
- frontier orbital gap (alpha / beta) (eV) = 3.137 / 10.251

The geometry in ORCA input format:
```
! RIJCOSX wB97M-V def2-TZVPD def2/J DEFGRID3
* xyz -1 2
O 1.758 -0.635 -2.539
H 1.025 -1.116 -2.925
H 1.986 -1.134 -1.755
O 2.295 -1.927 -0.211
H 2.252 -1.546 0.666
H 2.931 -2.638 -0.133
O -0.578 2.684 -1.449
H -0.851 1.984 -0.855
H -1.051 3.457 -1.141
O -0.347 -2.406 -2.021
H -0.783 -2.763 -2.794
H -0.058 -3.175 -1.530
O -0.706 0.196 0.049
H -0.393 0.381 0.935
H -0.150 -0.520 -0.258
O 0.344 3.631 2.256
H 0.337 2.679 2.353
H 0.624 3.957 3.111
O -3.250 -0.991 -0.478
H -3.733 -0.549 0.220
H -2.387 -0.577 -0.472
O 0.134 0.539 2.675
H 0.843 -0.101 2.739
H -0.239 0.573 3.556
*
```

b.
Formula: H16O8
Source: the OMol25 dataset
Level of theory: ωB97M-V/def2-TZVPD

Properties
- lowest unoccupied orbital energy (alpha / beta) (eV) = 2.857 / 2.794
- HOMO (alpha / beta) (eV) = 0.128 / -7.714
- frontier orbital gap (alpha / beta) (eV) = 2.729 / 10.507

The geometry in ORCA input format:
```
! RIJCOSX wB97M-V def2-TZVPD def2/J DEFGRID3
* xyz -1 2
O 1.913 1.928 -2.035
H 1.306 1.295 -1.650
H 2.776 1.529 -1.928
O 0.771 -2.433 -1.595
H 0.824 -3.155 -2.221
H 1.674 -2.300 -1.306
O 0.136 -0.089 -0.395
H -0.355 -0.122 0.426
H 0.244 -1.006 -0.647
O -2.887 -1.914 0.096
H -2.279 -2.465 0.589
H -2.802 -1.047 0.493
O 2.904 -0.036 0.222
H 2.031 0.355 0.248
H 2.745 -0.971 0.094
O -1.635 1.934 -1.289
H -1.220 2.544 -0.679
H -1.304 1.074 -1.030
O 0.787 1.199 2.552
H 0.608 0.274 2.719
H 1.704 1.316 2.802
O -2.491 0.445 1.256
H -2.054 1.165 1.711
H -3.397 0.482 1.563
*
```

c.
Formula: H16O8
Source: the OMol25 dataset
Level of theory: ωB97M-V/def2-TZVPD

Properties
- lowest unoccupied orbital energy (alpha / beta) (eV) = 2.743 / 2.918
- HOMO (alpha / beta) (eV) = 0.325 / -7.684
- frontier orbital gap (alpha / beta) (eV) = 2.418 / 10.602

The geometry in ORCA input format:
```
! RIJCOSX wB97M-V def2-TZVPD def2/J DEFGRID3
* xyz -1 2
O 0.454 1.796 1.984
H 0.254 1.402 2.833
H 1.391 1.644 1.864
O -1.034 -2.124 -2.480
H -1.570 -1.721 -1.796
H -1.295 -3.045 -2.478
O -0.210 -0.757 0.223
H -1.144 -0.742 0.432
H 0.018 0.161 0.075
O 1.877 1.551 -2.143
H 1.268 1.649 -1.411
H 1.392 1.871 -2.903
O 3.103 0.835 1.067
H 3.281 1.257 1.907
H 2.729 -0.015 1.299
O -3.145 -0.835 -0.343
H -3.546 -0.097 0.116
H -3.858 -1.466 -0.450
O -0.363 2.645 -0.516
H -0.342 2.477 0.426
H 0.343 3.274 -0.664
O 0.345 -3.574 1.059
H 0.610 -2.659 1.156
H -0.558 -3.529 0.743
*
```

Which structure is most stable, and how do the rest compare? From most to least stable: a, b, c.

a.
Formula: C7H14Cl2O6
Source: the OMol25 dataset
Level of theory: ωB97M-V/def2-TZVPD

Properties
- lowest unoccupied orbital energy (eV) = 0.551
- SMILES = COC(=O)OC.COC(=O)OC.ClCCl
- HOMO (eV) = -10.505
- frontier orbital gap (eV) = 11.056

The geometry in ORCA input format:
```
! RIJCOSX wB97M-V def2-TZVPD def2/J DEFGRID3
* xyz 0 1
C -1.167 6.482 -4.375
O -0.818 5.842 -3.114
C -1.673 5.228 -2.351
O -2.881 5.079 -2.657
O -1.078 4.734 -1.279
C -1.751 3.745 -0.504
H -2.177 6.889 -4.320
H -1.165 5.786 -5.214
H -0.476 7.302 -4.568
H -2.074 2.904 -1.119
H -2.699 3.971 -0.015
H -1.081 3.393 0.280
C 1.790 -7.346 5.400
O 1.786 -6.449 4.324
C 0.686 -5.744 4.144
O -0.418 -5.818 4.653
O 1.071 -4.690 3.357
C 0.074 -3.732 2.964
H 1.439 -6.864 6.313
H 2.850 -7.598 5.365
H 1.204 -8.262 5.331
H 0.376 -2.880 2.354
H -0.432 -3.380 3.863
H -0.773 -4.192 2.455
Cl 0.465 0.899 -5.292
C 2.034 1.239 -4.336
Cl 1.746 0.366 -2.760
H 2.948 0.790 -4.724
H 2.193 2.306 -4.177
*
```

b.
Formula: C7H14Cl2O6
Source: the OMol25 dataset
Level of theory: ωB97M-V/def2-TZVPD

Properties
- lowest unoccupied orbital energy (eV) = 0.503
- SMILES = COC(=O)OC.COC(=O)OC.ClCCl
- HOMO (eV) = -10.569
- frontier orbital gap (eV) = 11.072

The geometry in ORCA input format:
```
! RIJCOSX wB97M-V def2-TZVPD def2/J DEFGRID3
* xyz 0 1
C -17.949 -12.373 -8.624
O -19.324 -12.419 -8.217
C -19.821 -11.891 -7.086
O -19.167 -11.173 -6.359
O -20.947 -12.403 -6.867
C -21.775 -12.003 -5.792
H -17.790 -13.022 -9.486
H -17.343 -12.801 -7.825
H -17.642 -11.356 -8.868
H -21.764 -10.913 -5.777
H -21.269 -12.248 -4.858
H -22.807 -12.328 -5.660
C -10.170 -12.631 -11.828
O -9.648 -12.668 -13.181
C -8.374 -12.566 -13.386
O -7.522 -12.246 -12.509
O -8.126 -12.907 -14.709
C -6.745 -12.857 -15.035
H -11.246 -12.456 -11.790
H -9.644 -11.899 -11.216
H -10.019 -13.568 -11.291
H -6.637 -12.993 -16.111
H -6.121 -13.614 -14.560
H -6.236 -11.919 -14.816
Cl -15.192 -13.703 -10.614
C -13.929 -12.629 -10.013
Cl -12.497 -13.623 -9.584
H -13.668 -11.996 -10.861
H -14.258 -11.969 -9.209
*
```

Which structure is most stable, and how do the rest compare? From most to least stable: b, a.